[1]
# C6H8N

2 unconnected molecules or ions with the total composition C6H8N in a non-equilibrium geometry (the ωB97M-V functional and the def2-TZVPD basis, the Open Molecules 2025 dataset).

Positions of all 15 atoms, in Å:
C (-1.521, -0.774, 0.610)
C (-0.324, -1.119, -0.195)
C (-0.146, 1.004, -0.006)
C (0.699, -0.066, 0.044)
C (-0.698, 0.141, -1.134)
C (2.124, -0.066, -0.197)
N (-1.491, 0.564, 0.000)
H (-2.446, -1.214, 0.158)
H (-1.515, -0.670, 1.624)
H (-0.182, -2.077, -0.723)
H (-0.051, 3.249, 0.256)
H (2.544, -0.003, -1.227)
H (2.621, -0.989, 0.162)
H (2.534, 0.715, 0.452)
H (-2.147, 1.305, 0.178)

Results
- Calculated total energy: -287.54809 Ha
- Relative energy (zero: lowest compared OMol25 entry of this formula, charge and spin): 11.106 eV
- HOMO-LUMO gap (spin up / spin down): 0.339 / 0.279 hartree
- Total charge: +1

[2]
# CH5BO3S

2 unconnected molecules or ions with the total composition CH5BO3S in a non-equilibrium geometry (the ωB97M-V functional and the def2-TZVPD basis, the Open Molecules 2025 dataset).

Positions of all 11 atoms, in Å:
B (-1.005, -0.166, 0.191)
C (1.624, -0.665, -0.791)
O (-0.618, 1.182, -0.031)
O (-2.338, -0.358, 0.624)
O (-0.232, -1.192, 0.026)
S (2.214, 0.067, 0.640)
H (1.956, -1.585, -0.983)
H (1.094, -0.101, -1.489)
H (-0.895, 1.748, 0.606)
H (-2.909, 0.281, 0.397)
H (1.109, 0.790, 0.808)

Results
- Calculated total energy: -689.89053 Ha
- Relative energy (zero: lowest compared OMol25 entry of this formula, charge and spin): 2.100 eV
- HOMO-LUMO gap: 0.326 hartree

[3]
# C26H43ClN14O4P

10 unconnected molecules or ions with the total composition C26H43ClN14O4P in a non-equilibrium geometry (the ωB97M-V functional and the def2-TZVPD basis, the Open Molecules 2025 dataset).

Positions of all 89 atoms, in Å:
C (-1.791, 5.968, 1.395)
O (-1.505, 5.487, 0.099)
C (-2.704, 5.267, -0.598)
C (-2.359, 4.614, -1.913)
C (-3.279, 3.468, -2.162)
N (-2.901, 2.257, -1.423)
C (-3.648, 1.611, -0.560)
N (-3.093, 0.563, -0.042)
C (-1.894, 0.501, -0.605)
N (-0.984, -0.444, -0.372)
C (-1.188, -1.558, 0.525)
C (0.147, -1.931, 1.011)
O (1.176, -1.356, 0.711)
Cl (0.146, -3.313, 2.051)
N (-1.715, 1.543, -1.475)
P (-0.346, 1.909, -2.469)
N (0.660, 2.785, -1.754)
O (0.208, 0.501, -2.814)
O (-1.001, 2.425, -3.781)
H (-2.073, 7.011, 1.410)
H (-2.596, 5.371, 1.804)
H (-0.923, 5.831, 2.001)
H (-3.343, 4.636, 0.004)
H (-3.166, 6.224, -0.768)
H (-1.319, 4.361, -1.910)
H (-2.487, 5.311, -2.715)
H (-4.244, 3.726, -1.780)
H (-3.413, 3.230, -3.196)
H (-4.628, 1.948, -0.329)
H (-0.101, -0.426, -0.837)
H (-1.875, -1.346, 1.323)
H (-1.571, -2.397, -0.028)
H (0.851, 3.656, -2.219)
H (1.006, 0.386, -2.283)
H (-0.796, 1.855, -4.534)
C (0.237, 9.363, 2.685)
C (0.044, 8.279, 3.626)
N (-0.116, 7.407, 4.363)
H (0.443, 8.958, 1.697)
H (-0.660, 9.976, 2.642)
H (1.075, 9.979, 3.000)
C (-1.687, 2.295, 3.579)
C (-2.794, 2.917, 2.887)
N (-3.669, 3.440, 2.345)
H (-2.060, 1.721, 4.424)
H (-1.159, 1.629, 2.901)
H (-1.006, 3.063, 3.939)
C (-0.625, -2.950, -3.836)
C (-0.540, -3.574, -2.532)
N (-0.489, -4.080, -1.495)
H (-0.495, -3.703, -4.610)
H (-1.600, -2.482, -3.956)
H (0.157, -2.203, -3.946)
C (4.059, -2.553, 1.259)
C (5.352, -2.789, 0.652)
N (6.384, -2.963, 0.165)
H (4.171, -2.055, 2.218)
H (3.475, -1.925, 0.596)
H (3.535, -3.495, 1.404)
C (5.842, -5.519, -2.194)
C (5.465, -6.699, -2.945)
N (5.170, -7.654, -3.521)
H (6.913, -5.527, -2.008)
H (5.585, -4.633, -2.768)
H (5.315, -5.501, -1.244)
C (-5.342, 1.285, 3.759)
C (-4.130, 0.623, 3.332)
N (-3.144, 0.134, 2.979)
H (-5.146, 1.857, 4.663)
H (-5.688, 1.961, 2.979)
H (-6.102, 0.540, 3.969)
C (6.259, -9.201, -0.528)
C (5.646, -8.702, 0.685)
N (5.142, -8.293, 1.639)
H (7.235, -8.739, -0.663)
H (6.383, -10.280, -0.472)
H (5.628, -8.958, -1.378)
C (-3.422, -4.431, 3.102)
C (-4.322, -3.807, 4.043)
N (-5.044, -3.306, 4.788)
H (-2.461, -3.920, 3.111)
H (-3.274, -5.474, 3.372)
H (-3.846, -4.381, 2.102)
C (5.036, -1.545, -3.801)
C (3.707, -0.989, -3.943)
N (2.654, -0.532, -4.052)
H (5.077, -2.138, -2.890)
H (5.271, -2.178, -4.654)
H (5.768, -0.744, -3.740)

Results
- Calculated total energy: -2885.35012 Ha
- HOMO-LUMO gap: 0.353 hartree
- Total charge: +1

[4]
# H3N2O3P

A single H3N2O3P molecule in a non-equilibrium geometry (the ωB97M-V functional and the def2-TZVPD basis, the Open Molecules 2025 dataset).

Positions of all 9 atoms, in Å:
N (-0.622, -1.041, -0.469)
N (0.481, 1.315, -0.287)
O (1.592, -0.583, 1.030)
O (-0.983, -0.030, 1.379)
O (-0.707, -2.237, -0.316)
P (0.340, -0.017, 0.622)
H (-1.414, -0.506, -0.664)
H (-0.207, 1.773, -0.704)
H (1.519, 1.327, -0.592)

Results
- Calculated total energy: -678.33359 Ha
- Relative energy (zero: lowest compared OMol25 entry of this formula, charge and spin): 0.752 eV
- HOMO-LUMO gap (spin up / spin down): 0.333 / 0.333 hartree

[5]
# C35H35BN6O10S5TeY

A molecular structure, C35H35BN6O10S5TeY (the ωB97M-V functional and the def2-TZVPD basis, the Open Molecules 2025 dataset).

Positions of all 94 atoms, in Å:
Y (-0.236, 0.394, -0.446)
O (0.854, -0.177, 1.746)
S (-0.044, 0.418, 2.751)
O (-0.282, -0.407, 3.910)
O (-1.249, 0.884, 2.067)
C (0.858, 1.844, 3.382)
C (0.766, 2.043, 4.753)
C (1.450, 3.076, 5.376)
C (2.246, 3.922, 4.626)
C (2.338, 3.740, 3.254)
C (1.654, 2.712, 2.623)
S (1.823, 2.640, 0.839)
O (2.299, 3.943, 0.431)
O (0.423, 2.393, 0.409)
O (2.685, 1.531, 0.493)
H (0.158, 1.359, 5.329)
H (1.358, 3.212, 6.447)
H (2.788, 4.732, 5.098)
H (2.934, 4.408, 2.648)
N (-1.254, -1.684, 0.524)
C (-1.886, -2.304, 1.250)
C (-2.702, -3.081, 2.137)
C (-2.089, -3.840, 3.131)
C (-2.884, -4.583, 3.989)
C (-4.265, -4.561, 3.855)
C (-4.866, -3.800, 2.861)
C (-4.086, -3.054, 1.994)
H (-1.007, -3.845, 3.196)
H (-2.422, -5.183, 4.762)
H (-4.880, -5.144, 4.530)
H (-5.943, -3.787, 2.760)
H (-4.534, -2.455, 1.213)
C (1.032, -2.920, 5.306)
N (1.997, -2.215, 4.494)
C (2.640, -1.041, 4.855)
C (3.372, -0.647, 3.797)
N (3.183, -1.592, 2.811)
C (2.287, -2.526, 3.205)
S (1.635, -3.783, 2.288)
H (1.275, -2.761, 6.355)
H (1.090, -3.982, 5.073)
H (0.030, -2.548, 5.097)
H (2.517, -0.606, 5.830)
H (4.007, 0.209, 3.659)
H (3.417, -1.481, 1.832)
C (3.379, -0.757, -2.390)
Te (2.328, -1.441, -0.669)
C (2.181, -3.269, -1.743)
C (3.322, -3.234, -2.728)
C (3.780, -4.394, -3.345)
C (4.818, -4.342, -4.262)
C (5.403, -3.123, -4.576)
C (4.946, -1.963, -3.969)
C (3.909, -2.008, -3.042)
H (4.164, -0.072, -2.076)
H (2.685, -0.214, -3.031)
H (1.217, -3.334, -2.247)
H (2.261, -4.084, -1.026)
H (3.316, -5.342, -3.100)
H (5.170, -5.253, -4.732)
H (6.214, -3.076, -5.292)
H (5.396, -1.008, -4.214)
O (-3.166, 2.400, -5.438)
S (-2.872, 3.216, -4.300)
O (-2.022, 4.375, -4.535)
N (-2.275, 2.358, -3.050)
C (-3.080, 2.379, -2.014)
S (-2.819, 1.667, -0.509)
C (-4.336, 3.185, -2.230)
C (-5.368, 3.449, -1.346)
C (-6.406, 4.265, -1.776)
C (-6.412, 4.809, -3.059)
C (-5.373, 4.550, -3.944)
C (-4.356, 3.734, -3.495)
H (-5.347, 3.024, -0.351)
H (-7.224, 4.488, -1.103)
H (-7.234, 5.443, -3.366)
H (-5.365, 4.965, -4.943)
N (0.576, 4.581, -3.499)
C (0.564, 3.671, -2.312)
C (1.192, 2.365, -2.827)
O (1.863, 2.477, -3.863)
O (0.975, 1.321, -2.166)
H (0.870, 5.525, -3.280)
H (-0.356, 4.586, -3.951)
H (1.265, 4.077, -4.116)
H (-0.453, 3.527, -1.969)
H (1.180, 4.089, -1.521)
B (-1.218, -3.324, -3.438)
C (-1.084, -1.909, -2.741)
N (-0.966, -0.894, -2.197)
H (-1.023, -4.147, -2.564)
H (-2.339, -3.408, -3.890)
H (-0.369, -3.379, -4.304)

Results
- Calculated total energy: -4758.19168 Ha
- Relative energy (zero: lowest compared OMol25 entry of this formula, charge and spin): 0.317 eV
- HOMO-LUMO gap: 0.267 hartree
- Total charge: -1